21
Properties=species:S:1:pos:R:3 method="wB97M-V/def2-TZVPD" orbital_gap_ev=9.55 smiles="Cc1c[nH]cn1.CC(N)=O" multiplicity=1 max_force_ev_per_a=4.76 e_lumo_ev=0.68 de_lowest_kcal_mol=43.2
C -0.90219 0.72389 -1.89798
C -1.68359 -1.13161 3.23805
C 2.44793 -0.45410 -0.95357
H -0.76392 0.96638 0.91126
H 1.82866 0.90905 -3.62975
N -0.18700 1.08462 -3.06577
H -2.84271 -1.33110 3.13867
C 1.23183 0.19450 -1.55708
C -1.12093 0.09229 2.60954
H -1.97475 0.60871 -1.61394
H -0.97466 -0.75867 0.76276
H 3.17114 0.37555 -0.54239
O -0.81035 1.09460 3.26515
N -1.12927 0.08983 1.29262
N -0.05812 0.05248 -1.07449
H -1.10162 -1.95726 3.00037
H 3.22818 -1.00725 -1.57626
H 2.43932 -1.15391 -0.12118
C 1.10111 0.71329 -2.84101
H -1.51142 -0.91109 4.37753
H -0.38763 1.79977 -3.72251

***

111
Properties=species:S:1:pos:R:3 method="wB97M-V/def2-TZVPD" orbital_gap_ev=6.35 multiplicity=1 max_force_ev_per_a=2.73 total_charge=+1 e_lumo_ev=-4.51
H -6.65249 -0.79213 0.90538
H -2.92657 -1.34763 -3.50789
O -3.06073 -0.32896 0.79190
H -6.10872 -3.63939 -1.28244
H 2.47766 2.22408 4.06496
H 10.81633 -0.54332 2.38283
H -0.98122 5.72530 2.74577
H -0.39138 -4.62211 0.57088
H 1.98284 6.88872 4.30609
H 3.59178 6.44147 1.26468
H 1.28551 5.30859 4.68175
H -1.28730 1.56549 2.10496
H -2.26869 2.15215 -2.63657
Si 9.76614 0.90985 0.67686
H -8.81516 -7.69068 -3.18183
C -3.17065 -0.91840 -2.51826
H -4.24738 -2.55273 -1.48367
H -2.47606 -3.14124 1.87588
H -5.74881 0.07240 -2.00844
Si 6.76441 1.67810 0.71404
C -1.31757 0.40866 -1.64319
H -0.37928 7.32245 2.28771
H -8.06014 -1.80142 0.69567
H -3.77884 -3.30283 0.73951
C 5.47202 1.62235 -0.63541
H -1.38892 3.24788 2.63736
H 4.51272 1.97441 -0.24976
H -7.55109 -7.32565 -4.31164
H -0.68427 6.10273 1.04219
H -1.16949 2.88216 0.92008
H 10.87200 0.94351 -1.54066
C -6.40289 -6.04260 -2.37940
C -0.21044 -3.73962 -0.03210
H -1.00575 -0.26862 -4.33285
H -6.26093 -5.71280 -1.35423
H 6.84890 0.69007 2.99217
P -0.61976 -1.88462 -2.93574
H -4.10937 0.94239 -3.47331
C 9.78880 -0.31903 2.09020
C -3.26710 -2.57880 1.36788
O 8.21748 1.14914 0.14777
C 10.50649 2.52202 1.27592
H 2.25983 6.68602 0.12591
C 1.39837 2.16529 3.91021
H 0.27536 -2.96196 0.55569
H 9.30456 -1.25375 1.79851
H -6.78472 -2.99103 -2.77898
F -0.01912 0.58217 -1.95822
H 9.97603 2.89416 2.15511
H -5.77574 -5.45797 -3.05347
Si 0.96148 2.59546 2.14353
H 0.43760 -3.99287 -0.86853
H -8.28804 -4.17009 -0.43624
C -0.31760 6.25684 2.05992
H -1.39254 0.90856 -0.67461
H 2.46021 7.77963 1.50094
H 7.56043 3.50506 2.19350
Si 1.44907 5.65575 2.22923
N -2.30713 1.15556 -2.41868
H 11.55476 2.38208 1.54645
O 1.56544 4.07418 1.75135
H -6.16044 -7.09803 -2.47306
H -9.07641 -3.02778 -1.47107
C 2.54509 6.74024 1.17872
C -1.84325 -1.04299 -1.72230
H -5.11298 -0.54184 -0.49653
C -4.43950 -1.70494 -2.13388
N -0.43377 -1.10600 -4.29809
H -7.66927 -1.01156 -1.50629
H 11.85482 0.09288 -0.34169
H 9.26688 0.07747 2.96380
H 1.07180 1.15103 4.15033
H -1.10450 -3.17168 -3.26715
C 6.90108 3.44256 1.32541
H -3.90802 -2.17910 2.14282
C -2.69903 -1.42916 0.55640
H 5.91951 3.82425 1.61624
H 5.17889 0.89163 2.44802
H 10.45178 3.28582 0.49715
H 7.30455 4.09128 0.54500
H 1.38830 1.46021 -0.01216
O -2.29365 -3.96300 -1.07892
C 1.64821 1.26275 1.03045
C -7.01548 -1.69097 0.40600
H -6.45909 -2.53590 0.82118
C -5.52964 -0.84646 -1.45746
N -1.75700 -1.77793 -0.45100
C -0.89812 2.57284 1.93462
H 10.45626 -0.71030 -1.06719
C -6.91450 -3.03540 -1.69458
C -1.53714 -3.21917 -0.57170
C 6.18331 0.59845 2.13179
C 1.97237 5.83649 4.01649
C -8.25199 -3.74293 -1.44241
C -8.37490 -6.87533 -3.75366
H 5.75524 2.25916 -1.47577
C -3.31325 0.52420 -2.87932
C -8.59583 -4.82638 -2.44568
H 0.91672 2.85076 4.61017
C -7.83754 -5.82087 -2.81892
C 10.83563 0.24608 -0.70143
C -6.85083 -1.62146 -1.12257
H 0.60183 -1.95992 -2.23532
H 6.15562 -0.45184 1.83279
H -9.58906 -4.79765 -2.87422
H -4.84448 -2.11190 -3.05644
H 2.97388 5.42832 4.16910
H -9.06020 -6.46753 -4.49265
H 5.33747 0.60422 -1.00780
H 1.23513 0.28866 1.30650
H 2.73507 1.20435 1.10956

***

55
Properties=species:S:1:pos:R:3 method="wB97M-V/def2-TZVPD" orbital_gap_ev="6.68 / 6.71" multiplicity=1 max_force_ev_per_a=6.48 total_charge=+3 e_lumo_ev="-11.63 / -11.61" de_lowest_kcal_mol=0.2
H 2.92322 -2.63301 -0.73928
H 0.89190 -2.17123 3.28366
H -1.08303 2.28431 4.93552
H -1.36490 2.13120 2.77650
H 0.04044 1.11462 -8.44827
P 2.94875 -0.21252 -0.87148
H -4.99069 0.72535 -0.03043
C -3.44013 -1.80184 -0.23760
P -2.88896 -0.17695 -0.89345
C -3.92169 0.92938 0.11930
H -0.86440 0.03905 -7.29008
I -0.01785 0.09326 -4.09374
C -1.16620 -1.55760 3.48614
C 4.02472 0.87886 0.11739
C 0.03738 0.66159 -7.43528
H 0.65506 -0.86088 4.44823
C 0.99570 1.70903 4.83974
H 3.80904 1.92301 -0.13834
N 0.70418 -0.27902 2.42582
C 0.04760 0.87377 2.17826
H -1.74988 -0.65680 3.71776
H -1.37688 -2.32629 4.23279
H 4.76435 -0.43170 -2.47406
H -4.78628 -0.41002 -2.42063
H -3.25146 -1.83896 0.84486
C -0.46593 1.45759 4.56645
C 0.04074 1.66393 -6.39021
H 3.40499 -1.91232 0.81774
H -1.49517 -1.94784 2.51322
S 0.27688 1.78665 0.72453
C 3.53390 -1.84882 -0.27230
H -0.81742 0.54557 5.06261
H -3.21524 -0.79786 -3.21867
H 1.15325 1.63260 5.91976
H -3.69584 1.96649 -0.15456
O 0.05812 2.80577 -6.12665
C 0.31672 -1.25684 3.48007
Cl 0.04443 -2.75518 -0.90342
H -3.66721 0.79356 1.17682
H -4.51438 -1.93132 -0.43786
Ce 0.01999 -0.18512 -1.20981
H 3.81042 0.74476 1.18505
H 4.59548 -1.97185 -0.52993
C -3.72776 -0.12239 -2.51933
H 1.29580 -0.63882 1.67040
H -2.85448 -2.59613 -0.71901
H 1.29295 2.71318 4.51997
H 3.62784 0.88799 -2.91849
N -0.83215 1.33113 3.11213
H 0.93224 0.02950 -7.28735
H 5.08631 0.66258 -0.06878
H 3.16733 -0.79791 -3.21938
C 3.70739 -0.13526 -2.52920
H 1.63369 0.97280 4.34491
H -3.65289 0.89697 -2.92204

***

22
Properties=species:S:1:pos:R:3 method="wB97M-V/def2-TZVPD" orbital_gap_ev=7.19 multiplicity=1 max_force_ev_per_a=5.64 total_charge=-1 e_lumo_ev=2.42 de_lowest_kcal_mol=56.2
H 3.28533 -1.00304 0.57562
O 3.81670 -2.05261 -0.30983
H -3.82928 4.13734 0.34092
H 1.21570 -3.36131 1.71581
H -0.36511 -2.77056 1.15665
C -1.52985 0.54678 -0.03189
O 3.07169 -0.70891 -2.17907
C -2.81407 4.05898 0.20342
C 0.66883 -2.92564 0.84952
H -2.61935 4.81929 -0.55582
H -2.38883 -0.02570 0.53175
N 0.33925 -0.69167 -0.32945
H 0.76447 -3.30659 -0.09609
H -1.71486 0.37942 -1.16811
N -0.17594 0.33099 0.37693
N -1.90507 1.88290 0.26524
N -2.49701 2.70835 -0.48692
C 1.58183 -0.97858 -0.01310
O 2.46522 -0.43580 0.86899
H -2.24707 4.13957 1.18475
O 2.16583 -2.98356 -1.71473
S 2.71160 -1.75966 -1.18458

***

19
Properties=species:S:1:pos:R:3 method="wB97M-V/def2-TZVPD" orbital_gap_ev=9.80 smiles=OB(O)c1ccccc1.C#N multiplicity=1 max_force_ev_per_a=3.76 e_lumo_ev=0.39 de_lowest_kcal_mol=25.2
H 4.67004 -0.44734 -0.19992
N 4.25947 1.72526 -0.38196
O 0.99867 -2.38872 -0.39325
C -2.88009 1.06678 -0.29144
O 1.93984 -0.72209 1.13085
H -3.60743 -0.92387 -0.93362
C 4.41315 0.59567 -0.33441
C -2.77926 -0.28735 -0.61351
H -1.70395 -2.05429 -0.52411
H 1.53706 0.03614 1.66099
C -0.47465 -0.38357 0.10533
C -1.72285 1.70021 0.11388
C -1.58043 -0.95782 -0.38954
C -0.53385 1.02643 0.37179
H 0.38852 1.56185 0.60081
H 1.82820 -2.70636 -0.10229
B 0.92940 -1.19079 0.26959
H -3.89500 1.59289 -0.26868
H -1.78684 2.75698 0.17946

***

60
Properties=species:S:1:pos:R:3 method="wB97M-V/def2-TZVPD" orbital_gap_ev="6.25 / 6.80" multiplicity=6 max_force_ev_per_a=7.47 total_charge=+4 e_lumo_ev="-13.22 / -16.67"
C -0.76147 -1.30756 -2.04837
C 0.81489 0.94173 -2.41520
H 4.87561 -0.78851 1.97470
H -0.77759 -3.72921 1.00037
C -1.36254 -0.05392 -2.22215
H -3.34699 -1.79259 -1.72381
H -0.65956 -3.31731 -0.71627
H -2.67822 2.05084 -1.52857
N 0.32239 -1.30869 2.04155
H -1.57540 3.30816 2.23437
O 1.27693 1.57776 1.96796
C 3.77866 -0.74769 2.10862
P 2.98425 -0.56568 0.46161
H -2.42800 -0.00256 -2.36300
H -4.38823 -2.50595 -0.41417
H -3.63309 -1.32152 2.38764
H -2.90798 3.73350 -1.04357
H 2.90585 -2.92895 0.02322
H -3.74914 -3.06461 1.92931
H 1.43230 1.78943 -2.65287
H -0.01433 4.06151 1.83425
C 1.42490 -0.25310 -2.13246
H -2.31407 -2.46856 2.83914
H -4.12027 -0.70708 -0.50098
P -0.87462 2.75694 -0.00573
H 1.08588 -0.82159 2.50806
H 4.56736 -2.29752 -0.20869
H 5.02487 0.47199 -0.36310
C -2.56687 2.75043 -0.69915
C -1.46008 0.40754 1.22967
H -0.53538 -1.31286 2.59625
C 3.97255 0.77882 -0.28540
O -1.90885 0.75008 2.26614
H -1.52429 4.78045 1.22167
H -2.10204 -4.19824 -0.12783
C 0.33253 3.72236 -0.99367
H 3.41276 -1.67934 2.58105
C 0.63452 -1.40057 -1.94851
C 3.50283 -2.10201 -0.38743
H 1.33132 3.47976 -0.61829
P -2.25801 -1.89599 0.50131
H 2.51636 -0.35570 -2.17513
H 1.10806 -2.39399 -1.85959
H -1.36988 -2.22360 -2.05552
C -0.56755 1.07549 -2.43114
H 0.58587 -2.22902 1.72754
H 3.57592 1.02761 -1.28008
H -1.04102 2.00088 -2.64048
C -3.66777 -1.70642 -0.66985
H 0.21128 4.80971 -0.90599
H -3.25740 2.39769 0.07426
H 3.87426 1.66751 0.35638
Ir -0.34332 0.40691 -0.30321
C -1.35766 -3.43253 0.11917
H 0.33294 3.50035 -2.06186
C 0.94949 0.97337 0.99936
H 3.49268 0.12540 2.72580
C -3.07024 -2.21519 2.08150
H 3.31034 -2.04988 -1.46398
C -1.01575 3.83174 1.45518

***

14
Properties=species:S:1:pos:R:3 method="wB97M-V/def2-TZVPD" orbital_gap_ev=9.71 smiles=Cc1ccccn1 multiplicity=1 max_force_ev_per_a=7.22 e_lumo_ev=0.73 de_lowest_kcal_mol=49.3
C 0.14457 0.34666 -0.57966
C 0.66568 -1.04362 1.09412
C -1.64721 -0.11919 1.04285
H -2.66026 0.00980 1.30777
C -0.64889 -0.93874 1.65788
C 1.27138 -0.43976 -0.07948
H 2.29726 -0.57595 -0.36649
H 1.34389 -1.67197 1.70157
N -1.08723 0.39764 -0.11563
H -0.00247 2.15412 -1.60190
H 1.33980 1.45207 -2.17883
H -0.37509 0.69521 -2.62568
H -0.86580 -1.47162 2.60458
C 0.22437 1.20534 -1.86110

***

85
Properties=species:S:1:pos:R:3 method="wB97M-V/def2-TZVPD" orbital_gap_ev="4.80 / 3.14" multiplicity=4 max_force_ev_per_a=10.52 total_charge=+2 e_lumo_ev="-7.47 / -9.13" de_lowest_kcal_mol=75.3
H 0.73300 -4.97139 -0.78211
H 2.33916 -4.22300 -0.89904
H -3.38403 1.05144 -1.07989
C -1.72453 -1.38009 2.24014
C -3.00696 4.49240 4.96061
H -2.38038 -3.79955 -2.89941
H 1.12953 1.42688 -3.49906
P -0.96999 0.66961 -0.89142
H 3.84818 1.94209 1.89805
H -2.55385 -0.00229 -2.71370
O 0.73109 3.50198 3.44178
H -3.01696 -0.48582 -0.21080
C -2.11531 -2.91072 -2.31948
H -1.92781 5.75004 6.36243
H -0.80199 -1.58745 -5.28608
H 1.82357 2.77170 -1.85792
C -1.51181 -3.94550 0.59546
Re -0.47078 -1.56320 -1.75702
C -0.54767 -1.73309 1.43010
C 0.87098 -2.99508 0.05461
C 1.20161 -0.39335 2.72262
H -3.99017 4.74012 5.35385
H 2.07196 -2.34670 -2.31911
H 0.63192 0.54635 2.69326
H -1.27675 -4.76630 -0.09878
H -3.77125 3.16695 3.42988
H 1.43700 -2.11229 -4.91150
H -2.54477 -3.60961 0.40854
H -1.15812 0.31713 -4.87627
H -1.14021 1.60775 -3.74167
H -1.13620 -3.25239 -4.79466
H -2.53365 -0.99940 1.61166
O -0.47012 2.01851 1.71218
C 1.17793 -1.93920 -2.78931
C 0.78467 -2.51994 -4.11849
C 0.77324 -1.28482 1.62226
H 2.31916 2.85939 2.14644
H 4.56768 0.76393 -0.13809
H 1.75789 -4.82842 0.65299
H 3.60470 0.26745 -1.53339
H -1.48552 -4.35923 1.62219
H -2.99002 -2.59758 -1.74566
C -2.69983 0.55399 -0.37502
C -0.81640 0.57586 -3.87324
H 3.52667 3.41805 0.91039
C 1.27335 2.62793 -0.90780
H 1.41631 3.99954 3.92302
C -0.54325 -2.80535 0.46106
H 4.12879 1.97629 -1.39006
H 0.32459 5.16502 5.44296
C -0.70371 -2.29960 -4.46446
C -1.64077 3.28588 3.36816
C -1.85106 5.05581 5.52267
C 3.11561 -2.05139 0.88783
C -2.89606 3.61552 3.89078
H 1.15075 0.12119 -4.65217
O -2.74366 2.03008 1.78173
C 3.78850 1.09333 -0.83663
H 1.29109 3.57946 -0.34775
C -1.57337 2.37006 2.18950
H 1.69549 -0.09813 -1.81985
C 3.07037 2.54815 1.40280
C 1.00884 -0.50545 -2.55339
C -0.59246 4.74194 5.02129
H -1.31321 -3.33818 -1.64621
H 2.26968 -0.16174 2.66627
H -2.62605 -1.68825 -3.86018
C -0.48732 3.84760 3.93788
H -0.49023 2.69519 -2.21132
H 1.00842 -0.88682 3.69127
C -1.65779 -1.82970 -3.33720
H 0.99572 -3.60152 -4.08902
P 2.29316 1.50483 0.16086
H 3.58518 -2.38188 -0.05183
C 0.68471 0.44995 -3.71726
C 1.44790 -4.32325 -0.27532
C -0.25542 2.32740 -1.19378
H 3.43589 -2.74838 1.68703
H 3.51728 -1.06016 1.14454
C -1.51277 -0.29259 -2.83137
C 1.63606 -2.03414 0.77435
H -0.84022 2.97115 -0.51599
H -2.73599 1.12493 0.64742
H -1.47633 -0.60128 2.96288
H -2.10288 -2.25865 2.77900

***

8
Properties=species:S:1:pos:R:3 method="wB97M-V/def2-TZVPD" orbital_gap_ev=7.34 smiles="C=P#S#S#P=S" multiplicity=1 max_force_ev_per_a=2.79 e_lumo_ev=-1.66 de_lowest_kcal_mol=36.4
S 0.41315 -2.31699 -0.34270
C -1.42234 0.13248 0.28530
H -0.60861 0.82856 0.36374
S 2.44207 2.28388 -0.35815
H -2.37009 0.64881 0.51410
S 1.39388 -0.66723 -1.15660
P 1.74758 0.58934 0.50185
P -1.59564 -1.49886 0.19246

***

61
Properties=species:S:1:pos:R:3 method="wB97M-V/def2-TZVPD" orbital_gap_ev=6.54 multiplicity=1 max_force_ev_per_a=0.83 total_charge=+1 e_lumo_ev=-3.82
H 4.57569 0.24916 3.44478
C -5.57802 -2.23066 -2.26576
C -1.13528 2.72320 -0.67336
N 0.56251 0.14597 2.35611
H -8.35971 -3.46984 -4.61388
C -0.89652 -0.87714 -3.24245
H -3.90661 -2.56667 -1.05166
H -5.97210 -0.27181 -3.03391
H -0.09766 6.41938 -1.02679
H -3.12483 3.37967 -1.10788
C -6.91831 -4.01947 -3.12316
C -2.09697 3.68553 -0.97454
C 3.01150 0.37792 2.00481
H 0.94424 2.35185 -0.22526
N 4.28182 0.34340 2.48931
C -6.25542 -1.31577 -3.06022
H -7.78643 -1.06362 -4.52586
C 1.80504 0.22249 2.81111
C -0.38874 5.38137 -0.92718
C -2.96944 -0.31125 -0.79258
Bi 0.15328 -0.29039 -0.28054
C 0.01216 -3.10984 -2.37228
N -1.47094 1.34183 -0.55960
H -1.32165 -0.08038 3.36290
H 6.20988 0.48623 1.54428
C -0.14454 -4.47188 -2.17458
H 0.24153 -0.12585 5.62654
H 2.59792 0.15500 4.77338
H 4.63112 0.71690 -0.70336
H 1.60058 4.70507 -0.48825
C -1.96879 -3.06753 -3.72014
N -2.62201 0.98740 -0.87084
N 1.80321 0.11469 4.16086
H -2.46219 5.75946 -1.32978
H 0.58546 -4.99638 -1.57020
C -1.21458 -5.12957 -2.75782
H 1.29254 -1.71279 -2.29624
H -7.18000 -5.07053 -3.13834
O -1.67977 -0.29854 -3.95450
C -2.12026 -4.43248 -3.55014
C -0.91908 -2.37905 -3.11552
H -5.37635 -4.27398 -1.64291
C 5.13880 0.48263 1.42704
S -1.96195 -1.53876 0.07819
O 1.11293 -2.51743 -1.78423
H -2.66172 -2.49765 -4.32622
C 0.19032 3.09669 -0.47731
C 4.34186 0.59668 0.32864
C -0.24964 -0.00074 3.45937
C -7.26080 -1.77113 -3.89652
N -4.09523 -0.62221 -1.38440
C 0.50353 -0.02632 4.58668
C 0.56369 4.42333 -0.61780
H -2.94262 -4.95125 -4.02647
O -0.00081 -0.23350 -2.48673
C -5.91055 -3.57790 -2.28278
N -4.47888 -1.83582 -1.46177
C -1.71716 5.00892 -1.09659
N 3.02141 0.53271 0.70124
C -7.58892 -3.12049 -3.93950
H -1.33213 -6.19594 -2.60558